Here is a cluster of 4 separate species, C3H14NO4 in total in a non-equilibrium geometry from OMol25. Energies are from the ωB97M-V functional and the def2-TZVPD basis.

HOMO level (spin up / spin down), eV: -9.942 / -9.877
Energy above the lowest of the compared OMol25 structures with the same formula, charge and spin, kcal/mol: 46.97
HOMO-LUMO gap (spin up / spin down), eV: 10.446 / 5.735
Energy, Ha: -478.2458
Lowest unoccupied orbital energy (spin up / spin down), eV: 0.50 / -4.14
Spin multiplicity: 2

CARTESIAN COORDINATES (ANGSTROEM)
C -2.515 0.309 -0.546
C -1.103 -0.168 0.072
C 0.076 0.556 -0.677
O 1.425 0.237 -0.094
N -3.723 -0.083 0.264
H -2.432 1.284 -0.649
H -2.665 -0.107 -1.505
H -0.866 -1.270 -0.066
H -0.987 0.042 1.128
H 0.005 0.347 -1.762
H -0.083 1.682 -0.752
H -3.498 -1.060 0.372
H -4.021 0.336 1.186
H 1.336 0.073 2.994
H 1.539 0.815 1.726
O 1.442 0.964 2.730
H 1.627 -1.144 0.203
H 2.557 -2.447 -0.179
O 1.986 -2.177 0.524
H 2.651 0.702 -1.228
H 3.885 0.120 -1.926
O 3.364 0.991 -1.816

***

Here is a cluster of 4 separate species, C3H14O3S in total in a non-equilibrium geometry from OMol25. Energies are from the ωB97M-V functional and the def2-TZVPD basis.

HOMO level, eV: -8.480
Energy above the lowest of the compared OMol25 structures with the same formula, charge and spin, kcal/mol: 25.09
HOMO-LUMO gap, eV: 9.132
Energy, Ha: -746.5679
Structure (SMILES): CCSC.O.O.O
Lowest unoccupied orbital energy, eV: 0.65

CARTESIAN COORDINATES (ANGSTROEM)
C -0.476 -1.194 0.609
C -0.496 -0.872 -0.916
S -0.909 0.875 -1.247
C -2.720 0.705 -1.001
H -1.212 -1.909 0.928
H -0.765 -0.244 1.073
H 0.566 -1.265 0.893
H -1.188 -1.508 -1.449
H 0.504 -0.980 -1.333
H -3.034 1.730 -0.830
H -3.198 0.284 -1.879
H -2.870 0.153 -0.100
H -2.534 -0.388 3.690
H -2.473 -0.792 2.229
O -2.429 -1.160 3.122
H 2.631 -0.959 3.233
H 3.038 -1.719 1.986
O 2.631 -0.895 2.272
H 5.565 2.852 -3.726
H 4.423 3.824 -3.416
O 4.945 3.461 -4.136

***

Here is a cluster of 4 separate species, C3H14O3S in total in a non-equilibrium geometry from OMol25. Energies are from the ωB97M-V functional and the def2-TZVPD basis.

HOMO level, eV: -8.893
Energy above the lowest of the compared OMol25 structures with the same formula, charge and spin, kcal/mol: 15.87
HOMO-LUMO gap, eV: 9.600
Energy, Ha: -746.5826
Structure (SMILES): CCSC.O.O.O
Lowest unoccupied orbital energy, eV: 0.71

CARTESIAN COORDINATES (ANGSTROEM)
C -1.543 1.746 1.177
C -0.231 1.358 0.510
S 0.001 -0.420 0.646
C 1.705 -0.562 0.024
H -1.456 2.329 2.088
H -2.241 2.222 0.490
H -2.125 0.865 1.478
H -0.185 1.664 -0.541
H 0.608 1.919 0.928
H 1.768 -0.094 -0.957
H 1.979 -1.609 0.037
H 2.324 0.047 0.684
H 0.921 -0.573 3.066
H 1.118 -1.466 4.236
O 1.538 -0.725 3.785
H 1.823 -1.506 -5.945
H 2.767 -1.927 -4.843
O 1.832 -1.933 -5.060
H -4.210 -0.795 -0.635
H -2.810 -0.441 -0.357
O -3.581 -0.098 -0.813

***

Here is a cluster of 4 separate species, C3H14O3S2 in total in a non-equilibrium geometry from OMol25. Energies are from the ωB97M-V functional and the def2-TZVPD basis.

HOMO level, eV: -8.060
Energy above the lowest of the compared OMol25 structures with the same formula, charge and spin, kcal/mol: 12.78
HOMO-LUMO gap, eV: 8.546
Energy, Ha: -1144.7750
Structure (SMILES): CCSSC.O.O.O
Lowest unoccupied orbital energy, eV: 0.49

CARTESIAN COORDINATES (ANGSTROEM)
C 2.289 -1.595 0.915
C 1.972 -0.373 0.092
S 0.741 0.620 1.014
S -0.143 1.751 -0.507
C -1.735 1.921 0.267
H 3.094 -2.157 0.475
H 2.662 -1.339 1.907
H 1.428 -2.232 1.068
H 1.599 -0.597 -0.901
H 2.840 0.288 0.005
H -2.442 2.349 -0.451
H -1.791 2.564 1.133
H -2.133 0.953 0.592
H 1.581 1.095 -2.601
H 2.288 0.680 -3.874
O 2.453 1.082 -3.014
H -3.678 0.862 2.564
H -5.185 1.031 2.424
O -4.397 0.786 1.926
H -0.729 -1.822 -0.925
H -0.479 -3.313 -0.779
O -0.234 -2.552 -1.329

***

Here is a cluster of 4 separate species, C3H14O3S2 in total in a non-equilibrium geometry from OMol25. Energies are from the ωB97M-V functional and the def2-TZVPD basis.

HOMO level, eV: -7.997
Energy above the lowest of the compared OMol25 structures with the same formula, charge and spin, kcal/mol: 67.02
HOMO-LUMO gap, eV: 8.252
Energy, Ha: -1144.6885
Structure (SMILES): CCSSC.O.O.O
Lowest unoccupied orbital energy, eV: 0.26

CARTESIAN COORDINATES (ANGSTROEM)
C -1.237 1.418 0.185
C -1.094 -0.128 0.094
S 0.593 -0.792 0.408
S 1.039 -0.745 2.515
C -0.173 -0.051 3.704
H -2.251 1.674 0.448
H -0.822 1.735 -0.813
H -0.633 1.854 0.957
H -1.909 -0.558 0.741
H -1.321 -0.535 -0.872
H -0.522 -0.677 4.632
H -0.156 0.919 4.035
H -1.187 -0.343 3.272
H 0.669 -1.283 -3.449
H 1.333 -0.154 -3.075
O 0.837 -0.433 -3.752
H 1.121 -5.471 -4.464
H 0.776 -5.406 -2.966
O 0.953 -4.828 -3.641
H 1.773 4.022 0.439
H 0.880 5.259 0.520
O 1.329 4.519 1.081

***

Here is a cluster of 4 separate species, C3H14O4 in total from OMol25. Energies are from the ωB97M-V functional and the def2-TZVPD basis.

HOMO level, eV: -10.382
Energy above the lowest of the compared OMol25 structures with the same formula, charge and spin, kcal/mol: 9.00
HOMO-LUMO gap, eV: 10.734
Energy, Ha: -423.6542
Structure (SMILES): CC(C)O.O.O.O
Lowest unoccupied orbital energy, eV: 0.35

CARTESIAN COORDINATES (ANGSTROEM)
O 0.820 -2.025 -14.186
H 0.279 -1.263 -13.931
H 0.465 -2.285 -15.041
O -0.890 0.237 -13.347
H -0.512 0.919 -13.918
H -1.841 0.295 -13.465
O 1.256 2.048 -14.276
H 1.402 2.861 -13.784
H 2.082 1.886 -14.743
C 2.577 -1.287 -17.141
C 2.237 0.109 -16.693
C 3.272 1.114 -17.134
O 0.936 0.432 -17.179
H 1.835 -1.991 -16.766
H 3.538 -1.590 -16.731
H 2.565 -1.390 -18.229
H 2.201 0.054 -15.595
H 3.065 2.111 -16.733
H 3.269 1.204 -18.224
H 4.272 0.794 -16.841
H 0.627 1.225 -16.731

***

Here is a cluster of 6 separate species, C3H14O5 in total in a non-equilibrium geometry from OMol25. Energies are from the ωB97M-V functional and the def2-TZVPD basis.

HOMO level (spin up / spin down), eV: -14.729 / -13.488
Energy above the lowest of the compared OMol25 structures with the same formula, charge and spin, kcal/mol: 240.43
HOMO-LUMO gap (spin up / spin down), eV: 5.530 / 4.096
Energy, Ha: -498.2208
Total charge: +1
Lowest unoccupied orbital energy (spin up / spin down), eV: -9.20 / -9.39
Spin multiplicity: 2

CARTESIAN COORDINATES (ANGSTROEM)
O -1.534 0.536 -2.606
C -0.736 -0.053 -1.834
C -1.138 -0.946 -0.603
C -2.442 -0.332 0.167
H 0.347 -0.092 -2.022
H -0.363 -1.100 0.147
H -1.437 -2.005 -0.911
H -3.382 -0.212 -0.380
H -2.037 0.648 0.508
H -2.678 -0.943 1.060
H 2.099 -0.963 2.381
H 1.691 -0.972 0.449
O 1.377 -0.725 1.747
H 2.769 -1.269 -0.681
H 0.212 0.970 -0.103
O 1.790 -1.378 -0.553
H 0.484 1.885 2.119
H 0.331 0.292 1.989
O -0.235 1.134 2.090
H 2.484 1.939 -0.929
H 0.842 1.519 -0.774
O 1.556 2.067 -1.261

***

Here is a cluster of 2 separate species, C3H14OSi3 in total in a non-equilibrium geometry from OMol25. Energies are from the ωB97M-V functional and the def2-TZVPD basis.

HOMO level, eV: -7.977
Energy above the lowest of the compared OMol25 structures with the same formula, charge and spin, kcal/mol: 84.47
HOMO-LUMO gap, eV: 7.365
Energy, Ha: -1066.3082
Lowest unoccupied orbital energy, eV: -0.61

CARTESIAN COORDINATES (ANGSTROEM)
C 2.519 -0.044 -0.955
C 2.136 -0.828 1.475
C 1.479 -0.341 0.173
O -1.977 -2.790 0.471
Si -1.989 2.288 -0.085
Si -2.823 0.262 -0.770
Si -2.915 -1.530 0.786
H 3.266 0.628 -0.691
H 2.913 -0.932 -1.279
H 1.917 0.369 -1.774
H 2.162 -0.049 2.236
H 3.112 -1.251 1.314
H 1.628 -1.527 2.033
H 1.034 0.612 0.459
H -1.310 -3.007 -0.109
H -3.025 3.275 -0.464
H -0.622 2.672 -0.872
H -1.838 2.636 1.416
H -2.328 0.214 -2.188
H -4.274 0.528 -0.966
H 0.936 -1.186 -0.210

***

Here is a cluster of 3 separate species, C3H15N2O2 in total in a non-equilibrium geometry from OMol25. Energies are from the ωB97M-V functional and the def2-TZVPD basis.

HOMO level (spin up / spin down), eV: -2.490 / -10.144
Energy above the lowest of the compared OMol25 structures with the same formula, charge and spin, kcal/mol: 14.98
HOMO-LUMO gap (spin up / spin down), eV: 2.937 / 10.475
Energy, Ha: -383.1294
Lowest unoccupied orbital energy (spin up / spin down), eV: 0.45 / 0.33
Spin multiplicity: 2

CARTESIAN COORDINATES (ANGSTROEM)
C -0.966 -1.182 0.609
N -2.214 -0.671 0.044
C 0.184 -1.152 -0.382
N 0.094 0.199 -1.061
C 1.287 0.728 -1.697
H -0.695 -0.382 1.351
H -1.045 -2.119 1.152
H -2.748 -0.173 0.760
H -2.847 -1.467 -0.132
H 1.186 -1.198 0.014
H 0.142 -1.970 -1.145
H -0.407 0.808 -0.344
H -0.717 0.222 -1.687
H 2.094 0.791 -0.983
H 1.548 0.026 -2.470
H 1.036 1.688 -2.175
H 3.204 0.341 2.177
H 3.724 0.195 0.796
O 2.972 -0.085 1.339
H -2.488 1.504 0.524
H -1.360 2.307 1.429
O -1.555 1.630 0.758

***

Here is a cluster of 3 separate species, C3H15N2O2 in total in a non-equilibrium geometry from OMol25. Energies are from the ωB97M-V functional and the def2-TZVPD basis.

HOMO level, eV: -13.816
Energy above the lowest of the compared OMol25 structures with the same formula, charge and spin, kcal/mol: 17.07
HOMO-LUMO gap, eV: 10.540
Energy, Ha: -383.0487
Total charge: +1
Lowest unoccupied orbital energy, eV: -3.28

CARTESIAN COORDINATES (ANGSTROEM)
C 0.995 -2.278 -0.100
C 0.034 -1.354 -0.823
C -1.322 -1.090 -0.117
N -1.094 -0.907 1.382
N 1.502 -1.602 1.122
H 1.797 -2.591 -0.761
H 0.495 -3.194 0.214
H -0.169 -1.754 -1.824
H 0.435 -0.358 -0.961
H -1.581 -0.104 -0.485
H -2.174 -1.737 -0.311
H -1.760 -1.499 1.871
H -1.361 0.036 1.663
H 2.068 -2.250 1.659
H 2.121 -0.850 0.838
H -0.058 -1.100 1.602
H -0.907 2.792 -2.431
H -0.944 3.397 -1.046
O -0.862 3.649 -1.974
H 0.852 2.545 1.319
H 1.363 3.119 -0.045
O 0.699 2.551 0.364

***

Which of these has the lowest energy above the lowest of the compared OMol25 structures with the same formula, charge and spin?
C3H14O4

***

What is the formula in the tenth record?
C3H15N2O2

***

energy of number 6 (C3H14O4)?
-423.6542 Ha

***

Which of these has the lowest energy above the lowest of the compared OMol25 structures with the same formula, charge and spin?
C3H14O4